No. 1
{
  "formula": "C3H14NO5",
  "method": "ωB97M-V with the def2-TZVPD basis set",
  "symbols": ["O", "O", "O", "O", "O", "N", "C", "C", "C", "H", "H", "H", "H", "H", "H", "H", "H", "H", "H", "H", "H", "H", "H"],
  "xyz": [[-0.175, -2.970, -1.371], [0.817, 0.299, -3.231], [0.246, -0.612, -0.887], [-2.847, 1.475, 0.258], [3.829, 0.214, 2.101], [-0.862, 0.863, 2.244], [-0.543, 0.864, 0.818], [0.565, -0.304, 0.417], [-1.759, 0.635, -0.088], [-2.359, 2.354, 0.604], [3.564, -0.646, 1.890], [-1.015, 0.076, 2.590], [0.484, -0.511, -3.685], [0.496, 0.247, -2.294], [1.533, 0.201, 0.646], [-0.070, -2.312, -0.650], [-1.458, 0.870, -1.118], [-2.132, -0.457, -0.106], [-1.690, 1.442, 2.404], [3.059, 0.705, 2.302], [0.737, -2.994, -1.639], [-0.040, 1.805, 0.415], [0.390, -1.242, 1.078]],
  "mol_weight_da": 144.1,
  "total_charge": -1,
  "e_tot_ha": -553.6085,
  "de_lowest_ev": 2.1905
}



No. 2
{
  "formula": "C13H13F9N2O4",
  "method": "ωB97M-V with the def2-TZVPD basis set",
  "symbols": ["F", "F", "F", "F", "F", "F", "F", "F", "F", "O", "O", "O", "O", "N", "N", "C", "C", "C", "C", "C", "C", "C", "C", "C", "C", "C", "C", "C", "H", "H", "H", "H", "H", "H", "H", "H", "H", "H", "H", "H", "H"],
  "xyz": [[-4.809, 0.708, -2.043], [-2.058, 0.672, -2.455], [-2.923, -1.250, -2.685], [-0.807, -1.796, -0.351], [-5.167, 0.699, 0.055], [-2.531, 0.081, 0.529], [-3.720, 2.033, -0.701], [-3.855, -1.402, -0.343], [-0.774, -2.222, -2.435], [0.765, 3.946, -1.757], [0.663, 0.128, -3.091], [1.993, 1.191, -1.592], [2.702, 0.955, -3.673], [1.304, 0.071, 0.470], [2.349, -1.384, 3.029], [1.314, -1.579, 3.903], [-2.229, -0.496, -1.822], [1.739, -2.448, 4.874], [3.434, -2.112, 3.436], [-0.192, 2.885, -1.687], [0.408, -0.366, -1.783], [3.086, -2.786, 4.577], [1.892, 0.759, -2.894], [-0.859, -1.202, -1.550], [-4.229, 0.833, -0.883], [0.090, 1.962, -0.476], [-3.162, -0.296, -0.593], [0.910, 0.685, -0.771], [1.150, -2.801, 5.705], [4.356, -2.089, 2.880], [3.725, -3.447, 5.138], [0.451, -0.029, 1.019], [1.197, -1.150, -1.709], [1.033, 3.992, -2.683], [0.699, 2.559, 0.224], [0.366, -1.086, 3.759], [1.660, -0.874, 0.329], [2.319, -0.794, 2.214], [-0.868, 1.786, 0.038], [-1.208, 3.299, -1.548], [-0.215, 2.366, -2.656]],
  "mol_weight_da": 432.2,
  "total_charge": 0,
  "e_tot_ha": -1812.4274,
  "smiles": "N[C@@]1(CCO)OC(=O)O[C@@H]1C(F)(F)C(F)(F)C(F)(F)C(F)(F)F.c1cc[nH]c1"
}



No. 3
{
  "formula": "C4H7N4O2",
  "method": "ωB97M-V with the def2-TZVPD basis set",
  "symbols": ["O", "O", "N", "N", "N", "N", "C", "C", "C", "C", "H", "H", "H", "H", "H", "H", "H"],
  "xyz": [[-2.175, 1.239, 0.714], [-2.342, -0.547, -0.649], [0.155, 0.386, 1.639], [1.000, 0.719, -1.123], [-0.504, -0.222, 0.651], [1.145, -1.528, 1.270], [1.531, 0.436, -2.189], [1.072, -0.396, 1.991], [0.184, -1.442, 0.370], [-1.669, 0.188, 0.230], [1.324, -0.608, -2.436], [-3.147, -0.168, -0.764], [1.732, -0.150, 2.768], [2.272, 0.830, -2.861], [-0.061, -2.112, -0.328], [1.018, 1.622, -0.583], [-1.536, 1.753, 1.300]],
  "mol_weight_da": 143.1,
  "total_charge": 1,
  "e_tot_ha": -525.7766,
  "de_lowest_ev": 0.7528
}